Record 1
A molecular structure, C13H52BeBrO13. Source: OMol25; level of theory: the ωB97M-V functional and the def2-TZVPD basis.

Summary:
2S+1   1
Total charge   +1

CARTESIAN COORDINATES (ANGSTROEM)
1 Be -0.13713 0.06869 0.05849
2 Br -1.94647 1.75306 1.61519
3 C 4.72423 -0.60211 -2.25987
4 O 3.36824 -0.83085 -2.64981
5 H 4.82039 0.39888 -1.83931
6 H 5.11944 -1.31728 -1.53845
7 H 5.35612 -0.59346 -3.14798
8 H 3.26821 -0.33597 -3.46632
9 C -2.53280 -2.85261 -4.58416
10 O -1.49588 -2.88874 -3.59594
11 H -3.14595 -1.97502 -4.37931
12 H -2.12183 -2.77547 -5.59076
13 H -3.11595 -3.77272 -4.54640
14 H -1.15212 -3.78030 -3.50351
15 C -1.45376 5.42576 -0.34050
16 O -0.50380 4.91495 -1.23797
17 H -2.17681 5.98313 -0.93602
18 H -1.89773 4.69382 0.33421
19 H -0.95118 6.17928 0.26591
20 H 0.23101 5.52569 -1.33097
21 C -1.27131 -3.62895 4.18582
22 O -1.13770 -3.91347 2.80871
23 H -1.98732 -4.27831 4.68957
24 H -0.35509 -3.74412 4.76494
25 H -1.64068 -2.60365 4.20657
26 H -0.63763 -4.73288 2.81832
27 C 1.59037 4.51533 2.23330
28 O 2.03314 4.40470 0.90593
29 H 1.91155 5.49381 2.59041
30 H 0.51106 4.47010 2.37874
31 H 2.13868 3.78136 2.82386
32 H 1.73530 5.20200 0.46186
33 C -2.97777 -1.91224 1.23459
34 O -1.56806 -1.79720 1.03494
35 H -3.40919 -2.85677 0.90318
36 H -3.06599 -2.01810 2.31584
37 H -3.65881 -1.08298 1.04324
38 H -1.19381 -2.44942 1.63173
39 C 1.15517 -0.12852 3.43497
40 O 1.09977 -0.81122 2.17509
41 H 2.17644 -0.07692 3.81237
42 H 0.73573 0.87057 3.31669
43 H 0.53136 -0.64418 4.16508
44 H 1.51715 -1.67160 2.25955
45 C 1.07212 -3.20458 -0.96792
46 O 1.31056 -1.81547 -0.93412
47 H 0.47297 -3.35395 -1.86614
48 H 2.01596 -3.74979 -0.96384
49 H 0.54637 -3.70388 -0.15404
50 H 1.95389 -1.61350 -1.61744
51 C -2.91972 0.14279 -2.08778
52 O -1.70890 -0.57370 -1.89363
53 H -3.29088 -0.01397 -3.10058
54 H -3.66492 -0.31309 -1.43589
55 H -2.91094 1.22912 -1.99884
56 H -1.66823 -1.33091 -2.48234
57 C 0.73991 1.75106 -2.83821
58 O 0.00433 1.88216 -1.60482
59 H 1.54631 2.47899 -2.92726
60 H 1.24782 0.79515 -2.96616
61 H 0.08583 1.92900 -3.69180
62 H -0.21745 2.80789 -1.48058
63 C 2.72922 -4.32661 2.91062
64 O 2.80410 -2.89496 2.57643
65 H 2.39588 -4.37489 3.94727
66 H 1.96487 -4.64704 2.20267
67 H 3.63773 -4.89160 2.70209
68 H 3.65300 -2.52446 2.82881
69 C -4.88776 2.84834 -1.24977
70 O -4.96860 2.54718 0.11385
71 H -5.45039 3.76621 -1.42025
72 H -3.86385 3.01675 -1.58344
73 H -5.27095 2.01104 -1.83302
74 H -4.08513 2.38203 0.45122
75 C 3.32895 1.47139 0.70570
76 O 1.95158 1.67575 0.43475
77 H 3.87131 2.10728 0.00598
78 H 3.57724 1.78305 1.72026
79 H 3.74630 0.48530 0.50188
80 H 1.76280 2.61618 0.47426

Atomic partial charges in e from the Mulliken method, atoms 1 to 6:
1 Be 0.552
2 Br -0.608
3 C -0.671
4 O -0.467
5 H 0.231
6 H 0.279

***

Record 2
13 unconnected molecules or ions with the total composition C13H52N14O13. Source: OMol25; level of theory: the ωB97M-V functional and the def2-TZVPD basis.

Summary:
2S+1   1

CARTESIAN COORDINATES (ANGSTROEM)
1 C -4.58895 -1.83390 3.26055
2 O -3.51482 -2.57834 2.60841
3 H -5.24117 -1.54239 2.47786
4 H -5.04118 -2.42752 4.07873
5 H -4.05607 -0.98825 3.76000
6 H -3.51493 -2.54918 1.67745
7 C 2.49197 -3.80487 3.55300
8 O 1.82418 -2.80620 2.70254
9 H 2.86256 -3.34057 4.50867
10 H 1.79842 -4.54545 3.92556
11 H 3.26962 -4.38215 3.05240
12 H 1.13037 -3.28627 2.20657
13 C 1.06080 -0.46491 -1.97614
14 O -0.20602 -0.73309 -1.31321
15 H 1.51911 -1.48178 -1.97411
16 H 0.99315 0.02234 -2.95646
17 H 1.54661 0.24687 -1.36862
18 H -0.31790 -0.23169 -0.48427
19 C 2.35256 1.02013 4.33089
20 O 1.80108 2.07702 3.58359
21 H 1.53726 0.55447 4.88065
22 H 2.75241 0.27570 3.66184
23 H 3.05314 1.37428 5.06598
24 H 2.30448 2.22294 2.76971
25 C -0.87316 -4.69210 1.44543
26 O -0.28636 -3.73972 0.61455
27 H -0.61499 -5.73229 1.15305
28 H -0.53528 -4.58258 2.49924
29 H -1.94727 -4.54939 1.24682
30 H -0.73626 -2.90198 0.59856
31 C 1.21952 -3.86433 -2.64832
32 O 1.76003 -3.45050 -1.38562
33 H 1.39267 -4.87359 -2.94881
34 H 0.14007 -3.66357 -2.67571
35 H 1.68521 -3.17180 -3.38120
36 H 1.10576 -3.49478 -0.72815
37 C -3.35057 -1.86334 -1.12405
38 O -2.82633 -2.68522 -0.35191
39 N -3.28025 -2.10564 -2.46213
40 N -4.11722 -0.77940 -0.77076
41 H -3.58027 -1.53091 -3.18905
42 H -2.61387 -2.89244 -2.67916
43 H -3.71292 -0.26894 -0.00575
44 H -4.39551 -0.12269 -1.52473
45 C 0.52521 3.60903 -2.86158
46 O -0.42838 3.82485 -3.56842
47 N 1.81828 3.69021 -3.38174
48 N 0.48868 3.10950 -1.59276
49 H 1.89934 4.30506 -4.15763
50 H 2.51208 3.70904 -2.66148
51 H 1.24009 3.51767 -1.05689
52 H -0.40763 3.20140 -1.17815
53 C 4.74678 -1.01473 0.74272
54 O 4.73734 -0.09096 1.53942
55 N 3.67295 -1.92001 0.54219
56 N 5.85854 -1.28497 0.04804
57 H 2.87527 -1.78444 1.18821
58 H 3.59734 -2.62610 -0.14747
59 H 5.94319 -1.93518 -0.74683
60 H 6.63065 -0.63633 0.16854
61 C -1.56346 0.54594 1.62817
62 O -2.43165 0.50104 0.75206
63 N -0.67019 1.59174 1.80807
64 N -1.40903 -0.52688 2.52900
65 H -0.73600 2.35721 1.16290
66 H 0.05821 1.62347 2.51552
67 H -0.57754 -0.42889 3.09128
68 H -2.05760 -1.36284 2.57561
69 C 3.53940 2.91851 0.06597
70 O 2.93601 3.85383 -0.42215
71 N 2.89125 1.88355 0.73213
72 N 4.87957 2.83463 0.24288
73 H 3.30313 0.99032 0.76184
74 H 1.94868 1.67389 0.67285
75 H 5.29833 2.02857 0.66055
76 H 5.51566 3.45445 -0.23865
77 C -2.78902 3.98269 -0.73442
78 O -1.89008 3.85274 0.10234
79 N -3.90303 3.20863 -0.81724
80 N -2.76651 5.09252 -1.61522
81 H -4.06013 2.58804 0.00899
82 H -4.57731 3.28789 -1.56467
83 H -1.78787 5.40778 -1.75036
84 H -3.19185 5.05614 -2.50498
85 C -3.22245 1.75298 -3.31217
86 O -4.29403 1.19306 -3.17995
87 N -3.04279 2.90276 -3.93211
88 N -2.01701 1.26549 -2.74333
89 H -3.72923 3.30943 -4.58312
90 H -2.18730 3.36541 -3.81456
91 H -2.24090 0.53592 -2.08407
92 H -1.18465 1.75393 -2.60327

Atomic partial charges in e from the Mulliken method, atoms 1 to 6:
1 C -0.643
2 O -0.632
3 H 0.285
4 H 0.237
5 H 0.261
6 H 0.331

***

Record 3
13 unconnected molecules or ions with the total composition C13H52N8O13. Source: OMol25; level of theory: the ωB97M-V functional and the def2-TZVPD basis.

Summary:
2S+1   1

CARTESIAN COORDINATES (ANGSTROEM)
1 C 25.76264 12.23283 8.89160
2 O 24.56752 11.55756 8.83745
3 N 26.10964 13.06128 7.94389
4 N 26.45804 12.42921 9.97497
5 H 25.59680 12.82438 6.97574
6 H 26.79676 13.82287 7.99582
7 H 25.91520 12.07530 10.79323
8 H 27.28479 13.14483 10.06128
9 C 21.95473 8.21690 9.41560
10 O 22.58720 6.94995 9.44671
11 N 22.62142 9.24119 9.76410
12 N 20.67754 8.45439 9.27454
13 H 23.58064 9.03411 9.92743
14 H 22.34111 10.24420 9.68791
15 H 19.99489 7.68767 9.06625
16 H 20.34989 9.41053 8.90206
17 C 20.92837 11.53973 8.51335
18 O 21.13879 11.64705 7.17146
19 N 21.81559 11.92274 9.36203
20 N 19.91542 10.89961 8.95051
21 H 22.65361 12.37128 8.96230
22 H 21.55699 12.03545 10.32416
23 H 19.16227 10.62035 8.23053
24 H 19.49184 10.94473 9.89458
25 C 19.96812 10.33826 12.23843
26 O 19.38888 11.21589 13.08584
27 N 21.29428 10.27028 12.13806
28 N 19.33527 9.62716 11.45587
29 H 21.73109 9.67196 11.35806
30 H 21.81449 10.96707 12.63336
31 H 18.30104 9.51075 11.67542
32 H 19.82121 9.05510 10.66653
33 C 17.51300 6.73145 10.35347
34 O 18.06511 7.33654 9.20081
35 H 16.45268 7.08997 10.39600
36 H 18.08073 7.05587 11.22709
37 H 17.32018 5.67031 10.12767
38 H 17.29124 7.54472 8.55566
39 C 24.56098 8.38286 13.00388
40 O 23.68429 7.91819 14.02661
41 H 24.05818 9.15378 12.48522
42 H 24.58548 7.67532 12.25162
43 H 25.50630 8.66706 13.38465
44 H 23.51000 6.98024 13.98731
45 C 23.64605 4.06220 11.08486
46 O 24.01132 5.40913 11.27427
47 H 22.82133 3.93439 10.45389
48 H 23.37744 3.80690 12.07380
49 H 24.45890 3.45253 10.76406
50 H 23.66437 6.00116 10.59237
51 C 19.07170 9.02029 6.18699
52 O 18.27609 9.68336 7.17879
53 H 18.55733 9.21580 5.31664
54 H 19.03342 7.94329 6.39923
55 H 20.05090 9.38742 6.05067
56 H 17.38886 9.79350 6.86615
57 C 23.10638 8.49265 6.24805
58 O 23.14033 9.81684 6.69968
59 H 23.50512 7.74725 6.93328
60 H 23.62829 8.38276 5.29224
61 H 22.03003 8.31468 6.09949
62 H 22.68592 9.74058 7.50920
63 C 25.72784 8.05606 8.95481
64 O 25.36735 8.94299 10.01479
65 H 25.18343 7.11340 9.06929
66 H 26.78081 7.73216 9.00174
67 H 25.44181 8.66595 8.14221
68 H 25.81415 9.75105 9.78490
69 C 21.02804 6.58093 12.37405
70 O 20.00578 7.23452 13.10533
71 H 21.88618 7.16165 12.45627
72 H 20.65140 6.42124 11.37911
73 H 21.22745 5.66246 12.84574
74 H 19.83265 8.04632 12.57728
75 C 24.09866 4.72771 7.22977
76 O 24.00873 3.62215 8.11926
77 H 24.08793 4.33751 6.21944
78 H 25.03306 5.36666 7.34821
79 H 23.15686 5.28588 7.32230
80 H 23.17548 3.19367 7.87882
81 C 18.89704 5.09758 6.96269
82 O 20.21115 5.55150 6.86842
83 H 18.47776 4.80016 5.99377
84 H 18.46242 6.03035 7.17971
85 H 18.65768 4.50553 7.83770
86 H 20.40530 5.78514 6.00422

Atomic partial charges in e from the Mulliken method, atoms 1 to 6:
1 C 0.508
2 O -0.540
3 N -0.469
4 N -0.444
5 H 0.325
6 H 0.162

***

no.,Kohn-Sham gap (eV),E_HOMO (eV)
1,7.958,-11.111
2,9.840,-9.435
3,8.746,-8.922